No. 1
Density functional theory data (wB97M-V/def2-TZVPD) for a structure of composition C4H7NO2 at a distorted geometry.

**Energy above the lowest of the compared OMol25 structures with the same formula, charge and spin**: 104.03 kcal per mole
**Orbital gap**: 0.369 Eh
**HOMO energy**: -9.6 eV
**Net charge**: 0

Positions of all 14 atoms, in Å:
C: 0.69 1.63 -0.36
C: 0.19 0.43 -1.19
N: 0.17 -0.82 -0.43
C: 0.17 -1.41 0.94
C: -1.08 -0.33 0.88
O: -1.47 0.48 1.77
O: -0.19 0.48 -2.35
H: 1.65 1.17 0.12
H: 0.87 2.56 -0.94
H: -0.16 1.89 0.30
H: -0.07 -1.53 -1.12
H: -0.18 -2.43 0.95
H: 1.23 -1.20 1.25
H: -1.82 -0.90 0.19

No. 2
Density functional theory data (wB97M-V/def2-TZVPD) for a structure of composition C21H20IrN3O6S2 at a distorted geometry.

**2S+1**: 2
**Energy above the lowest of the compared OMol25 structures with the same formula, charge and spin**: 13.71 kcal per mole
**Orbital gap (spin up / spin down)**: 0.293 / 0.206 Eh
**HOMO energy (spin up / spin down)**: -11.2 / -11.1 eV
**Net charge**: +1

Positions of all 53 atoms, in Å:
Ir: 0.36 -0.28 -0.87
C: -3.84 -0.68 -1.28
O: -4.03 0.53 -2.04
C: -3.07 1.36 -2.39
C: -3.40 2.29 -3.38
C: -2.46 3.19 -3.82
C: -1.17 3.22 -3.24
C: -0.79 2.33 -2.28
C: 0.45 2.54 -1.54
N: 0.99 1.59 -0.88
N: 1.91 1.89 0.12
C: 1.75 1.05 1.10
O: 0.89 0.05 1.05
C: 2.52 1.22 2.35
C: 3.20 2.40 2.60
C: 3.92 2.55 3.77
C: 3.97 1.51 4.69
C: 3.30 0.32 4.44
C: 2.57 0.17 3.27
C: -1.75 1.35 -1.81
O: -1.51 0.48 -0.89
H: -4.74 -1.25 -1.45
H: -3.74 -0.44 -0.22
H: -2.96 -1.22 -1.62
H: -4.40 2.26 -3.80
H: -2.72 3.90 -4.60
H: -0.47 3.99 -3.56
H: 0.84 3.54 -1.42
H: 3.16 3.20 1.88
H: 4.45 3.47 3.97
H: 4.54 1.62 5.61
H: 3.35 -0.49 5.15
H: 2.07 -0.76 3.06
C: 2.30 -2.18 -3.92
S: 1.89 -0.77 -2.97
O: 0.37 -0.68 -2.94
O: 2.54 0.38 -3.51
O: 2.21 -1.09 -1.53
H: 1.90 -2.01 -4.92
H: 1.85 -3.06 -3.46
H: 3.38 -2.25 -3.95
S: -0.46 -2.51 -0.69
C: -1.13 -2.74 0.88
N: -0.87 -1.90 1.90
C: -1.37 -2.06 3.15
C: -2.18 -3.11 3.44
C: -2.47 -4.03 2.41
C: -1.96 -3.84 1.15
H: -0.23 -1.11 1.74
H: -1.09 -1.30 3.87
H: -2.58 -3.24 4.44
H: -3.10 -4.88 2.61
H: -2.17 -4.53 0.35

No. 3
Density functional theory data (wB97M-V/def2-TZVPD) for a cluster of 6 separate species, CH14N2O5 in total at a distorted geometry.

**Energy above the lowest of the compared OMol25 structures with the same formula, charge and spin**: 14.47 kcal per mole
**Orbital gap**: 0.382 Eh
**HOMO energy**: -9.8 eV
**SMILES string**: [H]/N=C/N.O.O.O.O.O
**Net charge**: 0

Positions of all 22 atoms, in Å:
N: -0.56 -1.49 -1.27
C: -1.02 -0.63 -0.26
N: -1.41 -1.16 0.82
H: -0.98 -1.30 -2.17
H: -0.69 -2.45 -1.00
H: -1.00 0.40 -0.62
H: -1.68 -0.68 1.66
H: -1.16 2.68 1.68
H: -0.41 1.35 2.02
O: -0.32 2.19 1.53
H: 0.73 2.07 -0.23
H: 1.66 3.04 -1.06
O: 1.20 2.19 -1.07
H: 0.51 -0.06 3.70
H: 0.29 -0.85 2.41
O: -0.06 -0.10 2.92
H: -0.22 1.61 -4.38
H: 0.52 0.37 -4.05
O: 0.13 0.82 -4.80
H: 2.14 -2.65 0.92
H: 0.71 -2.84 1.54
O: 1.62 -2.53 1.70

No. 4
Density functional theory data (wB97M-V/def2-TZVPD) for a cluster of 2 separate species, C2H4N2S in total at a distorted geometry.

**Energy above the lowest of the compared OMol25 structures with the same formula, charge and spin**: 92.04 kcal per mole
**Orbital gap (spin up / spin down)**: 0.269 / 0.233 Eh
**HOMO energy (spin up / spin down)**: -8.4 / -8.2 eV
**Net charge**: 0

Positions of all 9 atoms, in Å:
C: -1.78 0.19 0.05
C: -0.43 0.45 -0.14
N: 2.24 -0.97 0.17
N: 2.66 0.03 -0.14
S: 0.50 1.85 -0.35
H: -2.11 -0.83 0.16
H: -2.34 0.91 0.60
H: 0.19 -0.43 -0.35
H: 1.07 -1.19 0.01

No. 5
Density functional theory data (wB97M-V/def2-TZVPD) for a structure of composition C20H21N3O5Ti at a distorted geometry.

**Energy above the lowest of the compared OMol25 structures with the same formula, charge and spin**: 4.27 kcal per mole
**Orbital gap**: 0.252 Eh
**HOMO energy**: -14.4 eV
**Net charge**: +2

Positions of all 50 atoms, in Å:
Ti: -0.05 0.29 -0.19
C: -2.28 4.22 -0.71
O: -3.32 3.36 -0.23
C: -3.55 2.18 -0.82
C: -4.87 1.86 -1.13
C: -5.21 0.67 -1.77
C: -4.24 -0.23 -2.11
C: -2.91 -0.01 -1.73
C: -1.89 -0.93 -2.10
N: -0.67 -0.81 -1.65
N: 0.37 -1.61 -2.04
C: 1.50 -1.05 -1.69
O: 1.48 0.16 -1.10
C: 2.78 -1.73 -1.88
C: 2.81 -3.01 -2.46
C: 4.03 -3.64 -2.65
C: 5.21 -3.00 -2.28
C: 5.18 -1.73 -1.71
C: 3.96 -1.09 -1.51
C: -2.58 1.19 -1.03
O: -1.31 1.34 -0.57
H: -2.27 5.07 -0.05
H: -1.30 3.75 -0.71
H: -2.52 4.56 -1.72
H: -5.63 2.59 -0.88
H: -6.25 0.48 -2.02
H: -4.48 -1.13 -2.66
H: -2.11 -1.73 -2.80
H: 1.89 -3.48 -2.76
H: 4.06 -4.61 -3.11
H: 6.16 -3.49 -2.45
H: 6.10 -1.23 -1.44
H: 3.92 -0.09 -1.09
O: 0.97 0.28 1.57
C: 0.72 -0.94 1.57
O: -0.25 -1.36 0.85
C: 1.58 -1.96 2.31
N: 2.18 -2.94 1.32
C: 1.24 -4.11 1.26
C: 0.87 -4.28 2.73
C: 0.73 -2.84 3.26
H: 2.38 -1.41 2.82
H: 3.07 -3.26 1.70
H: 2.38 -2.54 0.39
H: 1.73 -4.96 0.81
H: 0.38 -3.81 0.66
H: 1.67 -4.80 3.26
H: -0.04 -4.86 2.86
H: 1.07 -2.75 4.29
H: -0.31 -2.52 3.23

No. 6
Density functional theory data (wB97M-V/def2-TZVPD) for a structure of composition C22H18N4O5S7Ti at a distorted geometry.

**2S+1**: 2
**Energy above the lowest of the compared OMol25 structures with the same formula, charge and spin**: 32.97 kcal per mole
**Orbital gap (spin up / spin down)**: 0.216 / 0.199 Eh
**HOMO energy (spin up / spin down)**: -4.1 / -4.1 eV
**Net charge**: -1

Positions of all 57 atoms, in Å:
Ti: 1.27 0.15 0.90
O: -1.25 -2.65 -2.87
C: -2.23 -2.36 -2.00
C: -3.53 -2.70 -2.36
C: -4.58 -2.45 -1.49
C: -4.36 -1.85 -0.25
C: -3.07 -1.49 0.10
C: -2.00 -1.74 -0.76
C: -0.66 -1.32 -0.32
O: -0.53 -0.48 0.64
N: 0.40 -1.89 -0.89
N: 1.53 -1.42 -0.24
C: 2.71 -1.96 -0.36
C: 3.70 -1.36 0.50
C: 5.04 -1.73 0.54
C: 5.89 -1.10 1.41
C: 5.39 -0.12 2.26
C: 4.05 0.21 2.18
N: 3.21 -0.39 1.31
H: -0.39 -2.48 -2.41
H: -3.69 -3.17 -3.33
H: -5.59 -2.74 -1.78
H: -5.19 -1.66 0.42
H: -2.87 -1.01 1.05
H: 2.91 -2.79 -1.02
H: 5.38 -2.51 -0.13
H: 6.94 -1.37 1.45
H: 6.02 0.40 2.97
H: 3.62 0.95 2.82
S: -1.35 1.49 7.66
C: -0.70 1.17 6.16
S: -0.27 2.38 5.03
C: 0.38 1.35 3.77
C: 0.31 0.03 4.02
S: 0.95 -1.22 2.99
S: -0.41 -0.41 5.55
S: 1.11 2.08 2.36
S: -2.34 2.37 0.51
C: -2.71 1.75 -1.00
N: -1.72 1.49 -1.91
C: -1.90 0.98 -3.16
C: -3.14 0.70 -3.61
C: -4.23 0.92 -2.73
C: -4.03 1.41 -1.47
H: -0.79 1.58 -1.55
H: -1.00 0.82 -3.73
H: -3.29 0.30 -4.61
H: -5.24 0.67 -3.05
H: -4.85 1.57 -0.78
C: 2.23 3.58 -0.88
S: 2.10 1.89 -1.35
O: 3.28 1.19 -0.87
O: 1.83 1.82 -2.76
O: 0.90 1.39 -0.56
H: 2.47 4.16 -1.77
H: 3.03 3.66 -0.13
H: 1.28 3.89 -0.44

No. 7
Density functional theory data (wB97M-V/def2-TZVPD) for the molecule C39H38BF3O2S at a distorted geometry.

**Energy above the lowest of the compared OMol25 structures with the same formula, charge and spin**: 67.38 kcal per mole
**Orbital gap**: 0.149 Eh
**HOMO energy**: -5.4 eV
**Net charge**: 0

Positions of all 84 atoms, in Å:
C: 2.08 1.53 3.22
C: 1.47 0.20 3.11
C: 0.87 -0.52 4.17
C: 0.23 -1.67 3.77
C: 0.11 -1.87 2.30
B: -3.26 1.59 3.62
C: 0.36 -3.31 1.83
C: -0.37 -4.32 2.45
C: -0.47 -5.57 1.86
C: 0.20 -5.80 0.66
C: -0.12 -6.99 -0.19
F: -0.64 -6.57 -1.40
F: 0.96 -7.78 -0.49
F: -1.06 -7.81 0.37
C: 1.10 -4.87 0.15
C: 1.20 -3.62 0.77
O: -4.45 1.61 4.28
C: -4.52 2.91 4.94
C: -5.87 3.50 4.56
C: -4.50 2.69 6.44
C: -3.21 3.64 4.39
C: -3.50 4.45 3.13
C: -2.36 4.43 5.36
O: -2.36 2.55 4.00
S: 1.58 -0.76 1.71
H: 2.50 1.70 4.22
H: 2.88 1.64 2.47
H: 1.34 2.32 3.03
H: 0.97 -0.17 5.20
H: -0.29 -2.34 4.44
H: -0.92 -4.12 3.37
H: -1.09 -6.36 2.30
H: 1.70 -5.10 -0.73
H: 1.90 -2.90 0.37
H: -5.99 4.52 4.94
H: -6.03 3.50 3.47
H: -6.66 2.89 5.01
H: -4.69 3.64 6.94
H: -5.30 2.01 6.74
H: -3.54 2.30 6.79
H: -4.20 5.27 3.33
H: -2.56 4.87 2.76
H: -3.93 3.82 2.34
H: -2.86 5.35 5.65
H: -2.14 3.85 6.26
H: -1.41 4.68 4.87
C: -7.05 1.40 1.13
C: -6.67 0.23 1.81
C: -5.33 0.01 2.10
C: -4.33 0.88 1.67
C: -2.84 0.77 2.20
C: -2.12 -0.45 2.57
C: -1.04 -1.14 1.72
C: -1.78 -1.99 0.64
C: -1.33 -2.10 -0.68
C: -1.80 -3.16 -1.47
C: -2.78 -4.02 -1.00
C: -3.32 -3.81 0.25
C: -2.84 -2.79 1.07
C: -1.96 1.54 1.16
C: -0.84 2.28 1.53
C: 0.11 2.70 0.59
C: -0.10 2.47 -0.77
C: -1.27 1.83 -1.17
C: -2.15 1.31 -0.21
C: -4.73 2.02 0.96
C: -6.07 2.29 0.68
H: -8.10 1.62 0.94
H: -7.44 -0.48 2.13
H: -5.03 -0.87 2.68
H: -2.37 -0.92 3.51
H: -0.62 -0.26 1.19
H: -0.59 -1.39 -1.07
H: -1.37 -3.31 -2.46
H: -3.14 -4.83 -1.63
H: -4.12 -4.44 0.62
H: -3.23 -2.66 2.08
H: -0.72 2.53 2.58
H: 1.01 3.23 0.92
H: 0.64 2.80 -1.50
H: -1.51 1.72 -2.23
H: -3.04 0.77 -0.56
H: -3.98 2.72 0.57
H: -6.33 3.20 0.13

No. 8
Density functional theory data (wB97M-V/def2-TZVPD) for a structure of composition C19H41KNO5S at a distorted geometry.

**Orbital gap**: 0.223 Eh
**HOMO energy**: -3.9 eV
**Net charge**: -1

Positions of all 68 atoms, in Å:
K: -0.56 0.49 0.96
C: -2.08 -3.23 3.75
C: -2.94 -2.16 3.01
C: -4.13 -1.85 3.82
O: -2.18 -1.10 2.53
H: -1.13 -3.32 3.22
H: -2.60 -4.18 3.74
H: -1.92 -3.02 4.81
H: -3.28 -2.75 2.15
H: -4.94 -1.38 3.26
H: -4.02 -1.16 4.66
H: -4.64 -2.78 4.06
C: 2.82 1.92 2.79
C: 1.91 2.90 2.13
C: 2.44 4.33 2.26
O: 1.48 2.52 0.84
H: 2.34 1.00 3.11
H: 3.28 2.38 3.66
H: 3.57 1.64 2.05
H: 1.14 2.96 2.90
H: 1.79 5.06 1.77
H: 3.38 4.32 1.71
H: 2.63 4.66 3.28
C: 0.12 4.86 -3.10
C: -1.36 5.29 -2.73
C: -2.21 4.05 -3.18
S: -1.18 2.48 -2.52
O: -0.98 1.52 -3.62
O: -1.62 2.03 -1.21
C: 0.37 3.55 -2.34
H: 0.83 5.63 -2.80
H: 0.37 4.80 -4.16
H: -1.70 6.23 -3.16
H: -1.48 5.39 -1.65
H: -2.12 3.93 -4.26
H: -3.28 3.92 -3.02
H: 1.26 2.93 -2.46
H: 0.47 3.77 -1.27
C: 1.98 -3.90 -0.10
C: 1.38 -2.56 0.20
C: 2.35 -1.46 -0.41
C: 2.15 -1.19 -1.90
C: 0.67 -0.95 -2.19
C: -0.36 -2.00 -1.58
N: -0.04 -2.25 -0.13
O: -1.00 -3.13 0.38
C: -1.77 -1.48 -1.83
C: -0.35 -3.34 -2.43
C: 1.46 -2.37 1.72
H: 2.92 -4.08 0.41
H: 2.23 -4.12 -1.14
H: 1.27 -4.61 0.32
H: 2.31 -0.54 0.17
H: 3.35 -1.87 -0.27
H: 2.56 -1.91 -2.61
H: 2.70 -0.27 -2.08
H: 0.51 -1.00 -3.27
H: 0.40 0.04 -1.81
H: -2.60 -2.18 -1.72
H: -2.11 -0.68 -1.18
H: -1.86 -1.12 -2.86
H: -0.81 -3.19 -3.40
H: 0.69 -3.62 -2.62
H: -0.78 -4.25 -2.01
H: 2.49 -2.33 2.08
H: 0.96 -3.20 2.22
H: 1.03 -1.42 2.03
H: -1.53 -2.66 1.03

No. 9
Density functional theory data (wB97M-V/def2-TZVPD) for the molecule CH3BrClP at a distorted geometry.

**Energy above the lowest of the compared OMol25 structures with the same formula, charge and spin**: 7.36 kcal per mole
**Orbital gap**: 0.356 Eh
**HOMO energy**: -10.0 eV
**SMILES string**: CP(Cl)Br
**Net charge**: 0

Positions of all 7 atoms, in Å:
C: -0.73 0.17 0.06
P: 0.83 -0.22 0.95
Cl: 1.09 -2.17 -0.30
Br: 2.06 1.09 -0.16
H: -0.95 1.19 0.30
H: -1.66 -0.40 0.20
H: -0.64 0.34 -1.05

No. 10
Density functional theory data (wB97M-V/def2-TZVPD) for the molecule C4H6O3S2 at a distorted geometry.

**2S+1**: 3
**Orbital gap (spin up / spin down)**: 0.238 / 0.234 Eh
**HOMO energy (spin up / spin down)**: -6.0 / -9.6 eV
**Net charge**: 0

Positions of all 15 atoms, in Å:
C: 0.04 0.97 0.74
C: -0.78 0.36 -0.37
C: 2.02 -0.12 0.21
C: -2.03 -0.33 0.02
O: 1.41 1.02 0.46
O: -0.42 0.48 -1.51
O: -2.86 -0.42 -1.08
S: 1.44 -1.61 0.28
S: 3.68 0.28 -0.28
H: -0.18 1.93 1.27
H: -2.41 0.26 0.87
H: -1.95 -1.28 0.44
H: -2.26 -0.80 -1.72
H: 0.01 0.12 1.46
H: 4.28 -0.84 -0.80

No. 11
Density functional theory data (wB97M-V/def2-TZVPD) for a structure of composition C19H43O2P3RhS at a distorted geometry.

**2S+1**: 5
**Energy above the lowest of the compared OMol25 structures with the same formula, charge and spin**: 29.00 kcal per mole
**Orbital gap (spin up / spin down)**: 0.348 / 0.235 Eh
**HOMO energy (spin up / spin down)**: -17.2 / -17.7 eV
**Net charge**: +3

Positions of all 69 atoms, in Å:
Rh: 0.37 0.56 -1.26
P: -0.40 0.67 -3.31
P: -2.72 -2.74 2.03
P: 2.38 1.77 -1.51
H: 2.19 -1.22 -1.39
C: 1.55 -0.86 -0.59
C: 0.10 -1.20 -0.68
H: -0.63 -0.79 -0.01
C: 0.38 -0.61 -4.32
C: -2.18 0.45 -3.23
C: -0.16 2.27 -4.17
C: -3.42 -4.36 2.39
C: -3.61 -1.48 3.05
C: -3.27 -2.36 0.34
C: 3.30 1.68 0.04
C: 2.12 3.55 -1.81
C: 3.40 1.10 -2.86
H: 2.07 -0.62 0.33
H: -0.23 -2.21 -1.01
H: -0.24 -0.83 -5.20
H: 0.50 -1.50 -3.70
H: 1.38 -0.29 -4.64
H: -2.60 0.31 -4.22
H: -2.65 1.30 -2.73
H: -2.39 -0.43 -2.62
H: 0.90 2.42 -4.44
H: -0.45 3.09 -3.49
H: -0.78 2.30 -5.08
H: -4.49 -4.30 2.47
H: -2.99 -4.76 3.30
H: -3.17 -5.00 1.56
H: -4.61 -1.85 3.30
H: -3.74 -0.55 2.47
H: -3.03 -1.29 3.96
H: -2.86 -3.15 -0.31
H: -2.90 -1.40 -0.05
H: -4.39 -2.36 0.29
H: 4.12 2.40 0.02
H: 3.73 0.68 0.19
H: 2.64 1.92 0.87
H: 3.10 4.03 -1.79
H: 1.49 3.91 -0.98
H: 1.62 3.72 -2.77
H: 4.37 1.62 -2.86
H: 2.91 1.22 -3.83
H: 3.56 0.03 -2.67
C: 1.12 -2.04 2.84
C: 2.41 -1.83 2.27
C: 3.35 -0.99 2.86
C: 3.03 -0.29 4.03
C: 1.71 -0.34 4.53
C: 0.76 -1.16 3.87
O: 0.21 -2.90 2.35
H: -1.01 -2.79 2.24
H: 2.71 -2.32 1.36
H: 4.34 -0.80 2.41
H: 3.74 0.28 4.60
H: 1.35 0.16 5.46
H: -0.30 -1.15 4.19
C: -1.12 1.15 1.78
S: -0.53 2.06 0.37
C: -1.99 2.91 -0.25
O: 0.40 3.09 0.90
H: -2.20 1.35 1.90
H: -0.54 1.53 2.64
H: -0.96 0.06 1.68
H: -1.97 3.89 0.21
H: -1.94 2.98 -1.33
H: -2.88 2.35 0.04

No. 12
Density functional theory data (wB97M-V/def2-TZVPD) for a cluster of 2 separate species, C4H11NS in total at a distorted geometry.

**Energy above the lowest of the compared OMol25 structures with the same formula, charge and spin**: 128.15 kcal per mole
**Orbital gap**: 0.165 Eh
**HOMO energy**: -7.8 eV
**Net charge**: 0

Positions of all 17 atoms, in Å:
C: 1.03 0.43 -0.03
N: 1.20 -0.48 -1.11
C: -0.12 -0.71 -1.63
C: -2.35 -0.79 1.22
S: -2.45 0.77 0.27
C: 2.34 1.16 0.38
H: 0.63 -0.01 0.91
H: 0.31 1.18 -0.28
H: -0.69 0.33 -1.78
H: -0.10 -1.22 -2.56
H: -0.85 -1.26 -0.98
H: -3.19 -1.43 0.97
H: -1.41 -1.33 0.89
H: -2.34 -0.62 2.31
H: 3.14 0.43 0.69
H: 2.19 1.84 1.25
H: 2.67 1.71 -0.51

Total energy, respectively: -9842.769 -63359.920 -14481.866 -15949.892 -58891.131 -138272.567 -64816.511 -59254.061 -92940.024 -32053.019 -66174.470 -16646.236 eV.